{"formula": "C2H10N4", "method": "the ωB97M-V functional and the def2-TZVPD basis", "symbols": ["N", "C", "N", "H", "H", "H", "H", "H", "H", "N", "C", "N", "H", "H", "H", "H"], "xyz": [[2.3840, -0.7152, -1.9279], [1.1510, -0.6326, -1.0700], [0.1610, -1.5776, -1.5407], [2.1032, -0.3843, -2.8448], [2.4584, -1.7316, -1.9826], [1.4508, -0.9072, -0.0361], [0.8830, 0.4305, -1.2058], [-0.3635, -2.1724, -0.9145], [-0.5599, -1.0957, -2.0654], [-1.9057, 2.2296, 1.8761], [-1.0405, 1.1668, 2.0230], [-1.4744, -0.0276, 2.0390], [-1.7070, 3.0336, 1.3143], [-2.7947, 1.7318, 1.8711], [0.0250, 1.3633, 2.1783], [-0.7708, -0.7115, 2.2861]], "forces_ev_per_a": [[-0.9, -0.6, 1.1], [1.3, 0.0, -0.3], [-1.1, 0.3, -0.7], [0.1, -0.2, -0.1], [0.6, 0.2, -0.6], [-0.2, 0.6, -0.6], [-0.5, -0.5, 0.8], [0.5, 0.2, 0.7], [0.1, -0.1, -0.2], [-0.2, -1.8, 0.9], [1.2, -0.2, -0.1], [-0.7, 0.1, 0.1], [0.0, 0.0, -0.1], [-0.4, 1.2, -0.6], [-0.1, 0.5, -0.1], [0.2, 0.2, 0.0]], "homo_energy_ev": -9.2, "de_lowest_kcal_mol": 24.6, "multiplicity": 1, "orbital_gap_ev": 10.1, "smiles": "[H]/N=C/N.NCN", "total_charge": 0, "max_force_ha_per_bohr": 0.039}

{"formula": "C2H10N8", "method": "the ωB97M-V functional and the def2-TZVPD basis", "symbols": ["C", "C", "N", "N", "N", "N", "N", "N", "N", "N", "H", "H", "H", "H", "H", "H", "H", "H", "H", "H"], "xyz": [[0.0081, -0.7009, 3.2445], [-1.4282, 0.5836, -0.0416], [-1.8043, -2.1038, 2.8254], [-1.7080, -1.2986, 1.8189], [-0.9060, -1.8500, 3.7477], [-0.8736, 1.2188, -1.0925], [0.8183, 1.0938, -2.9724], [-0.7074, -0.4678, 1.9679], [1.7549, 0.3247, -3.3004], [-0.5850, 0.5239, 1.1101], [-0.0637, 0.0767, 4.0841], [0.9911, -1.1518, 3.0769], [-2.3473, 1.2701, 0.1637], [-2.0186, -0.3629, -0.2456], [-0.7917, -2.4624, 4.6401], [-1.4931, 1.3238, -1.8773], [1.1116, 1.9447, -2.4573], [1.5308, -0.4516, -3.8336], [2.7504, 0.5225, -3.1331], [0.2538, 1.0173, 0.7718]], "forces_ev_per_a": [[-1.2, -1.2, 2.2], [-4.8, -0.4, 0.4], [0.2, 0.1, 0.3], [-1.2, -1.3, 0.3], [0.9, 0.6, -0.4], [2.3, 0.4, -0.7], [1.3, -1.4, -1.0], [1.4, -0.4, 1.9], [-0.6, 4.1, 2.0], [0.4, 1.7, -1.5], [0.4, -0.4, -1.8], [0.1, 0.6, 0.0], [0.8, -0.7, 0.3], [0.9, 0.5, 0.1], [-0.4, 1.4, -2.2], [-0.6, 0.0, -0.2], [0.3, -0.4, -0.1], [-0.8, -2.3, -1.4], [-0.1, 0.0, 0.2], [0.6, -0.9, 1.6]], "homo_energy_ev": [-16.8, -15.7], "de_lowest_kcal_mol": 160.0, "multiplicity": 1, "orbital_gap_ev": [7.2, 6.0], "total_charge": 2, "max_force_ha_per_bohr": 0.095}

{"formula": "C2H10NO", "method": "the ωB97M-V functional and the def2-TZVPD basis", "symbols": ["O", "C", "H", "H", "H", "H", "C", "N", "H", "H", "H", "H", "H", "H"], "xyz": [[0.8892, -0.1656, 1.3862], [0.3839, -1.3503, 1.9943], [1.5100, 0.2548, 2.0174], [-0.3105, -1.8055, 1.2682], [-0.1695, -1.1370, 2.9243], [1.1834, -2.0761, 2.2192], [-1.1728, 0.7834, -1.5623], [0.3138, 0.7865, -1.3886], [-1.4412, 1.1335, -2.5733], [-1.6465, 1.4498, -0.8220], [-1.5725, -0.2354, -1.4251], [0.7652, 0.1594, -2.0847], [0.6955, 1.7453, -1.5170], [0.5720, 0.4571, -0.4365]], "forces_ev_per_a": [[0.6, 0.7, 0.2], [-0.5, -0.8, 0.2], [-0.5, -0.3, -0.6], [0.3, 0.1, 0.4], [0.2, 0.0, -0.4], [-0.2, 0.3, -0.2], [-1.0, 0.0, -0.2], [0.3, 0.1, -0.4], [0.3, -0.2, 0.5], [0.4, -0.3, -0.3], [0.4, 0.5, 0.0], [-0.3, 0.5, 0.5], [-0.2, -0.8, 0.1], [0.1, 0.0, 0.1]], "homo_energy_ev": -14.7, "de_lowest_kcal_mol": 15.6, "multiplicity": 1, "orbital_gap_ev": 11.1, "total_charge": 1, "max_force_ha_per_bohr": 0.020}

{"formula": "C2H10NO2", "method": "the ωB97M-V functional and the def2-TZVPD basis", "symbols": ["C", "C", "N", "H", "H", "H", "H", "H", "H", "H", "H", "O", "H", "H", "O"], "xyz": [[-0.3474, 0.8447, -0.9315], [0.5419, 0.1712, -1.6527], [-0.4707, 0.5458, 0.4952], [-1.0893, 1.4903, -1.3876], [0.5152, -0.0980, -2.6935], [1.4203, -0.0843, -1.0509], [-1.3805, 0.7333, 0.9083], [0.1409, 1.2026, 1.0319], [-0.0630, -0.3608, 0.7167], [-0.0423, 2.5029, 2.8076], [0.5947, 1.3566, 3.7340], [0.2337, 1.5855, 2.8725], [-0.4788, -2.8808, -2.2134], [0.5002, -3.6865, -1.4832], [0.0370, -2.8406, -1.3969]], "forces_ev_per_a": [[-0.9, -0.8, -2.1], [0.7, 0.4, 1.8], [2.0, 2.1, 0.5], [-0.5, -0.4, 0.5], [0.2, 0.9, -0.3], [-0.2, -1.2, -0.5], [-0.3, -0.6, -0.2], [-0.3, -0.4, 0.2], [-0.6, -0.4, 0.0], [0.2, 0.2, 0.8], [0.0, 0.5, 0.1], [-0.2, -0.4, -0.8], [-0.2, 0.4, 0.1], [0.2, 0.2, 0.5], [0.0, -0.5, -0.6]], "homo_energy_ev": -14.5, "de_lowest_kcal_mol": 35.8, "multiplicity": 1, "orbital_gap_ev": 11.0, "total_charge": 1, "max_force_ha_per_bohr": 0.058}